Entry from the OMol25 dataset: a molecular structure, C20H27NO4 in a non-equilibrium geometry (ωB97M-V/def2-TZVPD).

Geometry as XYZ:
```
52
Properties=species:S:1:pos:R:3:forces:R:3
C 0.029435 -3.639929 1.939936 0.1 0.0 0.4
C -0.424348 -3.351681 0.552970 0.0 0.0 -0.6
O -1.724966 -2.731090 0.560969 0.3 0.6 -0.6
C -2.124000 -2.416919 -0.705680 -0.8 -0.8 -1.2
C -3.145279 -1.272886 -0.774254 -0.2 0.4 -0.4
C -3.254463 -0.552524 0.527404 0.7 1.1 1.0
C -2.976470 -0.513743 -2.103118 -0.9 -1.0 -0.1
C -2.999077 1.012022 -2.107174 0.2 0.5 -0.7
O -2.982146 -1.151612 -3.151332 0.0 1.0 0.9
O -1.715040 -3.049864 -1.670436 -0.2 1.1 1.2
H 0.967417 -4.185499 1.871191 0.1 -0.1 0.1
H 0.227347 -2.731586 2.498696 -0.1 0.2 0.1
H -0.686023 -4.242368 2.493737 -0.1 -0.1 0.0
H 0.265775 -2.646303 0.057639 -0.2 -0.4 0.1
H -0.484568 -4.257705 -0.049074 0.1 0.0 0.0
H -3.081356 -1.291154 1.324165 -0.2 0.5 -0.2
H -2.499052 0.269761 0.659512 -0.5 -0.7 0.0
H -4.252400 -0.112955 0.694466 0.4 0.0 -0.2
H -3.786379 1.418122 -1.440703 0.5 -0.3 -0.1
H -1.997267 1.395076 -1.786042 -0.8 -0.2 -0.1
H -3.216430 1.382742 -3.154094 0.4 -0.5 1.1
C -8.908820 2.183051 -3.307980 -1.1 -0.6 -0.6
C -7.460082 1.966532 -2.886301 0.0 0.6 0.2
N -7.350104 1.012498 -1.800299 0.1 0.4 0.1
C -6.288179 0.181087 -1.770875 -0.2 -1.6 0.8
C -6.076108 -0.768688 -0.783849 0.0 1.6 0.3
C -5.103568 -1.800134 -0.951174 3.1 -0.4 -1.8
C -5.050797 -2.974531 -0.091941 0.2 -0.3 0.8
C -4.316511 -4.093009 -0.512525 -0.9 -0.8 -0.1
C -4.311662 -5.251602 0.260575 -0.3 0.6 0.3
C -5.026760 -5.283995 1.471058 0.2 -0.5 -0.3
C -5.708790 -4.151529 1.895930 0.0 -0.3 0.9
C -5.628270 -2.971560 1.183255 -0.2 0.3 -0.6
C -8.212515 1.116736 -0.637684 -0.3 -0.2 0.4
C -9.500546 1.899681 -0.911279 -0.9 0.8 -0.4
O -9.901539 1.947213 -2.291631 0.7 -0.1 0.4
H -9.061321 3.202740 -3.739846 0.2 -0.7 0.3
H -9.176333 1.423126 -4.084970 0.3 0.7 0.4
H -6.917163 1.514936 -3.729043 -0.1 0.5 0.2
H -7.018772 2.953378 -2.625990 0.0 -0.5 0.0
H -5.642796 0.200243 -2.665151 -0.5 -0.1 0.4
H -6.574184 -0.706294 0.200861 0.1 0.0 -0.9
H -4.820372 -2.007472 -1.989312 -0.8 -0.3 0.2
H -3.814050 -4.069976 -1.480465 -0.2 -0.1 0.3
H -3.781746 -6.122700 -0.095388 0.1 -0.1 0.1
H -5.024583 -6.205551 2.072955 -0.2 0.5 -0.3
H -6.326714 -4.182410 2.802451 0.5 0.0 -0.2
H -6.006769 -2.030887 1.604318 -0.2 -0.6 -0.2
H -8.495701 0.112098 -0.292446 0.2 0.1 -0.4
H -7.709251 1.588374 0.231356 0.1 -0.1 -0.4
H -10.380748 1.399837 -0.438780 0.9 0.4 -0.1
H -9.429703 2.940324 -0.489305 0.0 -0.8 -0.4
```
Positions in Å, forces in eV/Å.

Results
Multiplicity: 1
Highest occupied orbital energy: -7.509 eV
Kohn-Sham gap: 7.528 eV
Energy above the lowest of the compared OMol25 structures with the same formula, charge and spin: 122.5 kcal per mole

Here are the Mulliken charges for atoms 1 to 6, given in e: number 1, C, carries -1.29; number 2, C, carries -0.18; number 3, O, carries -0.22; number 4, C, carries -0.61; number 5, C, carries 2.43; number 6, C, carries -1.61


Entry from the OMol25 dataset: a gas-phase ion, C4H6IN2 (charge +1) in a non-equilibrium geometry (ωB97M-V/def2-TZVPD).

Geometry as XYZ:
```
13
Properties=species:S:1:pos:R:3:forces:R:3
C 1.652400 -1.597380 -1.256061 0.0 -0.9 1.3
C 2.081834 -0.389602 -0.906452 -0.7 1.0 -0.9
C -0.213209 -0.514639 0.739782 2.8 1.4 0.6
C -1.787562 1.248058 0.859452 -2.5 -2.1 0.4
N -1.400763 -0.159824 0.650454 -2.0 -0.8 -0.7
N 2.174311 0.773782 -1.017311 -0.5 -0.1 -0.2
I 0.475189 -2.503786 0.307366 0.1 -0.8 -1.0
H 2.404546 -2.189320 -1.732342 -0.1 -0.9 -0.2
H -0.902460 1.766567 0.807446 1.6 1.8 0.0
H -2.574477 1.463014 0.148477 0.4 0.4 -0.7
H -2.336019 1.260280 1.794434 0.5 0.4 0.5
H -2.130896 -0.783273 0.342688 -0.6 -0.2 0.0
H 2.557107 1.626123 -0.737933 1.0 1.0 0.6
```
Positions in Å, forces in eV/Å.

Results
Multiplicity: 1
Highest occupied orbital energy: -12.862 eV
Kohn-Sham gap: 8.023 eV
Energy above the lowest of the compared OMol25 structures with the same formula, charge and spin: 133.0 kcal per mole
Charge: +1

Here are the Mulliken charges for atoms 1 to 6, given in e: number 1, C, carries -0.76; number 2, C, carries 0.49; number 3, C, carries -0.16; number 4, C, carries -0.74; number 5, N, carries -0.03; number 6, N, carries -0.19


Entry from the OMol25 dataset: a molecular structure, C11H19CoNOP in a non-equilibrium geometry (ωB97M-V/def2-TZVPD).

Geometry as XYZ:
```
34
Properties=species:S:1:pos:R:3:forces:R:3
C -3.421730 1.751877 -2.007924 -1.2 1.4 -0.9
C -2.721277 2.868602 -1.452452 -1.1 1.6 -1.4
C -1.371221 2.830720 -1.945028 -0.2 1.9 -1.8
C -1.243439 1.632991 -2.738249 0.0 1.1 -2.6
C -2.524331 0.976193 -2.745543 0.0 -0.2 -2.0
Co -1.722009 1.305891 -0.959089 3.1 -4.5 6.9
P -2.908361 0.301875 0.625864 -0.8 -1.0 1.3
H -4.482399 1.559577 -1.885408 0.3 -0.2 0.2
H -3.166093 3.634415 -0.821759 0.2 -0.2 -0.2
H -0.609129 3.577381 -1.755999 -0.1 -0.2 0.0
H -2.771068 0.028753 -3.228447 0.2 0.4 0.1
H -0.361744 1.365951 -3.305737 -0.1 -0.3 0.2
H -2.764969 -1.109966 0.467625 -0.3 0.5 0.3
H -4.316593 0.436094 0.795586 0.2 -0.3 0.1
H -2.484275 0.490659 1.966888 -0.2 -0.2 -0.3
O -0.325366 0.574537 0.186085 -2.9 3.2 -0.1
C 0.508780 -0.365906 0.346720 3.6 -1.1 -2.6
C 1.792167 -0.427256 -0.424995 -0.9 0.1 0.3
C 2.977942 -0.111551 0.474980 0.7 0.0 -0.1
C 3.448707 -1.318929 1.285386 0.2 0.2 0.1
C 2.436884 -1.857263 2.289668 0.2 -0.2 0.1
C 1.153694 -2.389044 1.651126 -0.6 0.9 -0.2
N 0.246357 -1.301233 1.254778 -1.4 -2.4 3.0
H 1.897003 -1.429478 -0.868057 0.4 0.1 -0.2
H 1.729096 0.302662 -1.239128 0.0 -0.1 0.1
H 3.804805 0.250632 -0.146074 0.2 -0.1 0.1
H 2.722658 0.713100 1.152916 -0.1 -0.1 -0.1
H 3.729420 -2.121697 0.593309 0.0 0.0 0.0
H 4.360568 -1.044436 1.825523 0.0 0.0 0.0
H 2.903183 -2.682611 2.843092 0.0 0.1 -0.1
H 2.193203 -1.086515 3.032947 -0.1 -0.1 -0.2
H 1.392835 -3.018083 0.780427 0.1 0.0 0.1
H 0.623971 -3.019695 2.369410 -0.1 0.1 -0.1
H -0.727268 -1.318247 1.581560 0.8 -0.4 -0.2
```
Positions in Å, forces in eV/Å.

Results
Multiplicity: 5
Expectation value of S²: 6.02
Highest occupied orbital energy (alpha / beta): -2.976 / -8.518 eV
Kohn-Sham gap (alpha / beta): 3.712 / 8.271 eV
Energy above the lowest of the compared OMol25 structures with the same formula, charge and spin: 0.0 kcal per mole

Here are the Mulliken charges for atoms 1 to 6, given in e: number 1, C, carries -0.22; number 2, C, carries -0.40; number 3, C, carries -0.53; number 4, C, carries -0.37; number 5, C, carries -0.51; number 6, Co, carries 0.34


Entry from the OMol25 dataset: 2 unconnected molecules or ions with the total composition CH3N2O2 in a non-equilibrium geometry (ωB97M-V/def2-TZVPD).

Geometry as XYZ:
```
8
Properties=species:S:1:pos:R:3:forces:R:3
C -0.142448 1.028557 0.558872 0.8 3.7 2.7
N 0.604534 0.180307 0.016512 4.2 -2.9 -2.8
N -0.320153 -1.166018 -1.026771 1.6 -1.3 -0.5
O 0.182364 -2.299479 -0.711796 -1.0 0.9 -0.4
O -1.325009 0.918404 0.878896 -1.2 -0.1 -0.3
H 0.419537 1.990139 0.942311 -0.6 -0.6 -0.5
H 1.676893 0.257643 -0.233705 -3.3 0.5 0.9
H -1.095718 -0.909552 -0.424320 -0.5 -0.2 0.7
```
Positions in Å, forces in eV/Å.

Results
Multiplicity: 1
Highest occupied orbital energy: -2.972 eV
Kohn-Sham gap: 7.560 eV
Energy above the lowest of the compared OMol25 structures with the same formula, charge and spin: 77.2 kcal per mole
Charge: -1

Here are the Mulliken charges for atoms 1 to 6, given in e: number 1, C, carries 0.00; number 2, N, carries -0.34; number 3, N, carries -0.10; number 4, O, carries -0.55; number 5, O, carries -0.70; number 6, H, carries 0.26


Entry from the OMol25 dataset: a gas-phase ion, C3H3Br2N2 (charge +1) in a non-equilibrium geometry (ωB97M-V/def2-TZVPD).

Geometry as XYZ:
```
10
Properties=species:S:1:pos:R:3:forces:R:3
Br -1.243800 2.387906 -0.826158 0.3 -0.6 0.3
C -0.394694 0.879306 -0.216077 1.4 -1.1 -1.0
N 0.104740 0.683563 0.966123 0.8 -1.4 -0.7
C 0.798959 -0.689524 0.967310 -1.4 -0.4 -1.0
N 0.599069 -1.348243 -0.138197 1.6 0.3 5.0
C -0.023879 -0.628373 -1.099865 -2.9 3.4 2.1
Br -1.880307 -1.036089 -1.526982 0.6 -0.6 -0.1
H 0.125921 1.300835 1.798098 -0.3 -0.4 -0.8
H 1.257032 -0.967376 1.965463 -0.4 0.0 -1.7
H 0.656958 -0.582004 -1.889715 0.4 0.8 -2.0
```
Positions in Å, forces in eV/Å.

Results
Multiplicity: 1
SMILES string: BrC1=[NH+]C=N[C@H]1Br
Highest occupied orbital energy: -14.854 eV
Kohn-Sham gap: 9.167 eV
Energy above the lowest of the compared OMol25 structures with the same formula, charge and spin: 11.6 kcal per mole
Charge: +1

Here are the Mulliken charges for atoms 1 to 6, given in e: number 1, Br, carries 0.12; number 2, C, carries 0.12; number 3, N, carries -0.05; number 4, C, carries 0.03; number 5, N, carries -0.31; number 6, C, carries 0.01


Entry from the OMol25 dataset: a molecular structure, C17H39AlO14P2 in a non-equilibrium geometry (ωB97M-V/def2-TZVPD).

Geometry as XYZ:
```
73
Properties=species:S:1:pos:R:3:forces:R:3
Al -0.721379 -3.916847 0.767515 0.5 0.7 0.2
O 0.037094 0.849949 0.254608 0.7 -0.5 1.1
C -0.197257 -0.402597 0.590899 0.3 1.9 -0.5
O -0.764561 -1.134701 -0.198435 -1.6 -2.4 -2.1
O 0.096717 -1.012396 1.600952 0.9 -0.3 2.4
H 0.048908 0.739338 -0.698916 0.0 0.8 -0.8
C -1.920291 4.801014 -6.476053 0.5 -1.4 -0.4
C -1.406449 3.941981 -5.279514 -1.3 1.3 -2.3
O -1.619117 4.821300 -4.229553 -0.4 0.8 4.1
P -2.727004 4.580506 -3.069397 0.3 1.7 -0.2
O -3.883144 3.826699 -3.553249 -0.1 -0.3 0.1
O -1.922145 3.892487 -1.832866 -0.7 2.2 0.0
C -1.571351 2.534276 -1.989296 -1.7 -0.2 -0.6
C -2.801020 1.638057 -1.758338 1.3 -0.6 0.3
O -3.096853 6.114299 -2.579318 2.9 -2.4 -0.8
C -4.388794 6.434330 -2.169039 -2.3 -0.7 -0.8
C -4.630548 6.148314 -0.715874 1.3 1.6 1.4
H -1.176255 5.505578 -6.847666 0.1 -0.2 0.0
H -2.184007 4.053444 -7.224191 0.0 0.4 -0.6
H -2.813477 5.375257 -6.229943 0.0 -0.3 0.3
H -2.049213 3.063380 -5.224690 0.3 -0.2 0.2
H -0.344472 3.716878 -5.377742 -0.1 -0.2 0.2
H -1.229453 2.507334 -3.023940 0.5 -1.0 0.1
H -0.823154 2.263544 -1.244319 0.1 0.7 -0.4
H -2.358728 0.641830 -1.759589 -0.3 -0.5 -0.5
H -3.154603 1.701868 -0.729253 -0.2 0.6 -0.1
H -3.601861 1.746546 -2.489771 0.2 0.0 0.2
H -4.587095 7.469583 -2.446554 0.4 0.2 0.4
H -5.095949 5.898096 -2.801865 -0.1 -0.3 0.0
H -4.065306 6.931156 -0.210135 0.1 0.5 0.3
H -5.631651 6.321906 -0.321197 -0.2 -0.6 -0.5
H -4.087269 5.316039 -0.268362 -0.7 -0.8 -0.6
C 3.970148 -2.606183 -3.726136 -1.5 -0.4 -1.2
C 3.617873 -3.776017 -2.798560 1.1 1.1 -1.6
O 4.294367 -3.387433 -1.595105 -2.1 -0.1 3.6
P 3.457004 -2.794980 -0.277577 2.0 0.9 0.9
O 2.008222 -3.006140 -0.031890 -0.1 -0.5 -1.1
O 4.247474 -3.332786 1.055841 0.5 1.1 -1.2
C 4.502719 -4.697829 1.454586 -1.9 -1.4 -0.3
C 5.767493 -5.069915 2.210481 1.1 1.5 -1.7
O 3.798143 -1.175287 -0.390607 -1.1 -2.1 0.3
C 3.708535 -0.320070 0.795251 1.9 0.0 0.6
C 5.192701 -0.144407 1.230021 -0.7 0.1 -0.1
H 3.334213 -1.756729 -3.476927 0.3 0.2 0.0
H 5.011768 -2.298653 -3.818626 0.0 -0.3 0.7
H 3.701873 -2.903601 -4.739873 -0.2 0.1 -0.2
H 2.555663 -4.006872 -2.717850 -0.1 0.7 0.5
H 4.010798 -4.685328 -3.253387 0.7 -0.2 0.7
H 3.623627 -5.084822 1.969879 -0.2 0.6 0.7
H 4.397977 -5.325123 0.569356 0.8 0.0 -0.4
H 5.856079 -6.155662 2.248011 -0.2 0.2 0.4
H 6.558384 -4.743297 1.535274 0.4 -0.3 -0.2
H 6.078034 -4.519242 3.098421 -0.9 -0.4 0.4
H 3.364871 0.693773 0.590071 -0.5 -0.4 -0.9
H 3.066514 -0.689112 1.595065 0.0 -0.6 -0.3
H 5.779648 -0.957844 0.803495 0.0 0.0 0.3
H 5.549861 0.780781 0.777736 0.2 0.0 0.2
H 5.293205 -0.114795 2.314971 0.1 0.1 -0.1
C -3.259651 -4.102607 6.909808 0.8 0.3 -0.5
C -2.556432 -3.742680 5.568033 -2.0 -1.1 0.3
O -2.639287 -2.330400 5.243202 1.1 -0.5 0.5
C -1.869014 -1.945489 4.223405 -1.6 1.5 0.3
O -1.412672 -2.703993 3.399704 0.5 0.2 -0.1
O -1.840589 -0.589708 4.099153 1.6 -1.9 -1.2
C -2.256047 0.398960 5.025826 -1.8 -0.3 0.0
H -2.612961 -3.792604 7.730650 -0.2 -0.4 0.2
H -3.411866 -5.180369 6.851872 0.5 -0.1 0.4
H -4.269973 -3.753352 7.122828 0.1 0.6 -0.6
H -3.097831 -4.313984 4.813973 -0.2 0.4 -0.4
H -1.565649 -4.193673 5.512886 0.3 0.8 0.3
H -1.463219 1.084255 5.325619 0.2 -0.6 0.1
H -2.819782 -0.083548 5.824267 0.5 0.3 0.4
H -3.002538 0.958319 4.461946 0.1 0.3 0.1
```
Positions in Å, forces in eV/Å.

Results
Multiplicity: 2
Expectation value of S²: 0.76
Highest occupied orbital energy (alpha / beta): -11.989 / -11.988 eV
Kohn-Sham gap (alpha / beta): 8.475 / 5.765 eV
Charge: +1

Here are the Mulliken charges for atoms 1 to 6, given in e: number 1, Al, carries 1.03; number 2, O, carries -0.44; number 3, C, carries 0.93; number 4, O, carries -0.46; number 5, O, carries -0.30; number 6, H, carries 0.28


Entry from the OMol25 dataset: a molecular structure, C5H5NO2 in a non-equilibrium geometry (ωB97M-V/def2-TZVPD).

Geometry as XYZ:
```
13
Properties=species:S:1:pos:R:3:forces:R:3
C 1.917255 -0.164297 -0.073098 4.9 2.5 0.2
C 1.464988 1.069864 -0.158783 -4.1 -0.7 0.8
C 0.026177 0.972521 0.385009 0.5 -2.1 -0.2
C -1.335896 1.018614 -0.253549 0.3 7.5 3.3
C 0.016863 -0.562323 -0.129008 -5.2 0.4 -2.4
H 2.938818 -0.110828 0.202630 1.4 -1.8 -0.6
H 2.012687 1.926192 -0.269651 1.5 1.8 0.0
H -0.031459 1.353673 1.557063 0.1 -1.3 -2.9
H -1.851078 2.140457 0.025512 0.5 -3.3 -1.9
H -0.162762 -0.316208 -1.354856 1.0 -0.8 2.9
N -2.018862 -0.000244 -0.098836 -4.0 -2.4 0.1
O 1.154766 -1.217821 0.055518 0.1 -1.7 1.3
O -1.318578 -1.156910 0.182948 3.0 2.0 -0.6
```
Positions in Å, forces in eV/Å.

Results
Multiplicity: 1
Highest occupied orbital energy: -9.509 eV
Kohn-Sham gap: 10.404 eV
Energy above the lowest of the compared OMol25 structures with the same formula, charge and spin: 173.6 kcal per mole

Here are the Mulliken charges for atoms 1 to 6, given in e: number 1, C, carries -0.19; number 2, C, carries -0.74; number 3, C, carries 0.35; number 4, C, carries -0.19; number 5, C, carries -0.09; number 6, H, carries 0.37